1.
# C6H8N

C6H8N as an isolated structure in a non-equilibrium geometry (ωB97M-V/def2-TZVPD, the OMol25 dataset).

```
! RIJCOSX wB97M-V def2-TZVPD def2/J DEFGRID3
* xyz 1 1
C 0.767 0.881 1.932
C 0.545 -0.345 1.247
C 0.697 2.037 0.962
C 0.238 1.313 0.034
C 0.367 -0.111 -0.274
C -0.785 -1.031 -0.749
N -1.152 -0.988 -2.073
H 0.549 0.940 3.069
H 0.452 -1.434 1.574
H 1.378 -0.251 -0.779
H -1.562 -0.701 -0.029
H -0.465 -2.015 -0.572
H -0.479 -1.281 -2.799
H -1.512 -0.104 -2.510
H 0.963 3.090 0.968
*
```

Properties
- Orbital gap (alpha / beta): 0.2559 / 0.2559 Eh

Results of the Löwdin charge analysis, in e, for atoms 1 through 4: 0.026 0.024 0.047 0.192

---

2.
# C6H8N

An isolated ion of composition C6H8N and charge +1 in a non-equilibrium geometry (ωB97M-V/def2-TZVPD, the OMol25 dataset).

```
! RIJCOSX wB97M-V def2-TZVPD def2/J DEFGRID3
* xyz 1 1
C 0.629 -0.217 0.542
C 2.840 0.565 0.018
C -0.342 -1.160 1.271
C -1.712 0.869 -0.262
C -1.224 -0.186 -1.254
C -0.768 -0.236 0.198
N 1.721 0.148 0.280
H 3.301 0.145 -0.825
H 3.243 1.331 0.602
H -0.351 -2.208 1.217
H -0.496 -0.823 2.252
H -1.282 1.928 -0.258
H -2.829 0.667 0.008
H -2.075 -0.906 -1.629
H -0.652 0.082 -2.158
*
```

Properties
- Orbital gap: 0.3859 Eh

Results of the Löwdin charge analysis, in e, for atoms 1 through 4: -0.080 0.182 0.116 -0.036

---

3.
# C6H8N

C6H8N as an isolated structure in a non-equilibrium geometry (ωB97M-V/def2-TZVPD, the OMol25 dataset).

```
! RIJCOSX wB97M-V def2-TZVPD def2/J DEFGRID3
* xyz 1 3
C -1.864 -0.444 -0.321
C -1.810 -1.703 -0.301
C -2.072 0.951 -0.210
C -0.861 1.153 0.295
C -0.374 -0.294 0.369
C 2.028 0.008 -0.070
N 0.751 -0.728 -0.400
H -2.919 1.621 -0.138
H -0.475 2.124 0.730
H -0.373 -0.792 1.299
H 2.059 -0.147 1.051
H 2.967 -0.224 -0.572
H 1.624 1.079 -0.262
H 0.843 -1.747 -0.040
H 0.476 -0.856 -1.429
*
```

Properties
- ⟨S²⟩: 2.0229
- Orbital gap (alpha / beta): 0.2465 / 0.2443 Eh

Results of the Löwdin charge analysis, in e, for atoms 1 through 4: -0.231 0.207 0.049 0.029

---

4.
# C6H8N2

A 2-piece molecular cluster, C6H8N2 overall in a non-equilibrium geometry (ωB97M-V/def2-TZVPD, the OMol25 dataset).

```
! RIJCOSX wB97M-V def2-TZVPD def2/J DEFGRID3
* xyz 0 1
C 2.184 0.107 -0.280
C 0.903 -1.946 0.198
C 1.267 -0.750 -0.186
C -1.628 0.220 -0.986
C -1.810 0.097 0.522
C -0.634 0.862 0.006
N 3.010 0.977 -0.127
N 0.233 1.761 0.231
H -0.190 -2.241 0.198
H 1.360 -2.754 0.882
H -1.486 -0.684 -1.591
H -2.266 0.894 -1.469
H -2.699 0.543 1.014
H -1.609 -0.923 0.822
H 0.495 1.902 1.230
H 2.871 1.934 -0.464
*
```

Properties
- Orbital gap: 0.3105 Eh

Results of the Löwdin charge analysis, in e, for atoms 1 through 4: -0.232 0.005 -0.155 -0.077

---

5.
# C6H8N2

One molecule with the formula C6H8N2 in a non-equilibrium geometry (ωB97M-V/def2-TZVPD, the OMol25 dataset).

```
! RIJCOSX wB97M-V def2-TZVPD def2/J DEFGRID3
* xyz 0 1
C -0.251 -0.847 1.637
C -2.219 -0.319 2.118
C -0.638 -0.132 0.572
C -0.099 0.203 -0.755
C 1.213 0.269 -0.901
C 2.079 0.485 -2.129
N -1.143 -0.947 2.603
N -2.018 0.081 0.849
H 0.792 -1.142 1.719
H -3.102 -0.215 2.722
H -0.853 0.070 -1.549
H 1.882 0.174 -0.012
H 2.816 -0.354 -2.317
H 1.348 0.693 -2.959
H 2.621 1.327 -1.813
H -2.426 0.654 0.215
*
```

Properties
- Orbital gap: 0.3325 Eh

Results of the Löwdin charge analysis, in e, for atoms 1 through 4: -0.186 -0.183 -0.246 -0.069

---

6.
# C6H8N2

One molecule with the formula C6H8N2 in a non-equilibrium geometry (ωB97M-V/def2-TZVPD, the OMol25 dataset).

```
! RIJCOSX wB97M-V def2-TZVPD def2/J DEFGRID3
* xyz 0 1
C 2.036 0.094 -0.054
C 0.861 -0.461 -0.890
C -0.457 -1.527 -0.337
C -1.134 -0.590 0.892
C -0.350 0.697 0.622
C -0.542 1.920 -0.251
H 1.443 -0.898 -1.723
H -0.942 -2.019 -1.227
H 0.285 -2.491 0.117
H -0.810 -0.864 2.026
H -2.342 -0.334 0.610
H 0.572 0.698 1.164
H -1.613 2.171 -0.332
H 0.224 2.666 -0.200
N 3.048 0.246 0.534
N -0.280 0.692 -0.951
*
```

Properties
- Orbital gap: 0.3739 Eh

Results of the Löwdin charge analysis, in e, for atoms 1 through 4: -0.217 -0.158 -0.081 -0.134

---

7.
# C6H8N2

C6H8N2 as an isolated structure in a non-equilibrium geometry (ωB97M-V/def2-TZVPD, the OMol25 dataset).

```
! RIJCOSX wB97M-V def2-TZVPD def2/J DEFGRID3
* xyz 0 1
C -0.537 0.337 -1.446
C -0.327 1.143 -0.243
C -1.236 0.275 0.875
C -0.341 -0.731 1.372
C 0.735 -0.558 0.238
C 1.921 -0.256 -0.668
H -0.634 2.207 -0.538
H -2.130 1.016 1.552
H -2.004 -0.345 0.110
H -0.804 -1.617 1.627
H 0.274 -0.503 2.450
H 0.333 -1.022 -0.692
H 3.191 -0.056 -0.506
H 1.279 -0.585 -1.877
N -0.808 -0.257 -2.441
N 1.087 0.951 0.187
*
```

Properties
- Orbital gap: 0.3769 Eh

Results of the Löwdin charge analysis, in e, for atoms 1 through 4: -0.316 -0.303 -0.168 -0.193

---

8.
# C6H8N2

One molecule with the formula C6H8N2 in a non-equilibrium geometry (ωB97M-V/def2-TZVPD, the OMol25 dataset).

```
! RIJCOSX wB97M-V def2-TZVPD def2/J DEFGRID3
* xyz 0 1
C 2.063 0.117 -0.165
C -1.124 -0.855 0.019
C -1.140 -0.100 -1.101
C -0.372 1.205 -0.665
C -0.257 1.324 0.717
C -0.591 0.006 1.244
H 2.861 0.393 -0.960
H 1.730 0.873 0.747
H -1.801 -1.822 0.080
H -2.373 0.182 -1.075
H -0.642 -0.414 -2.095
H -0.311 1.970 -1.239
H 0.116 2.383 0.935
H -0.734 -0.118 2.337
N 1.169 -0.858 -0.390
N 0.213 -1.089 0.529
*
```

Properties
- Orbital gap: 0.3399 Eh

Results of the Löwdin charge analysis, in e, for atoms 1 through 4: -0.014 -0.314 -0.183 -0.086

---

9.
# C6H8N2

One molecule with the formula C6H8N2 in a non-equilibrium geometry (ωB97M-V/def2-TZVPD, the OMol25 dataset).

```
! RIJCOSX wB97M-V def2-TZVPD def2/J DEFGRID3
* xyz 0 1
C 1.362 2.049 0.146
C 0.509 0.997 0.204
C -0.840 1.015 0.729
C -0.178 -1.208 0.237
C 0.824 -1.861 -0.765
C 0.395 -0.287 -0.633
H 2.257 2.017 -0.194
H 0.889 2.961 0.549
H -1.393 2.028 0.957
H -2.503 -1.672 0.111
H 0.252 -1.153 1.325
H 1.802 -2.157 -0.248
H 0.448 -2.263 -1.718
H -0.251 0.198 -1.347
N -1.892 0.300 0.514
N -1.680 -0.964 0.135
*
```

Properties
- Orbital gap: 0.3286 Eh

Results of the Löwdin charge analysis, in e, for atoms 1 through 4: 0.088 -0.272 -0.193 -0.312

---

10.
# C6H8N2

C6H8N2 as an isolated structure in a non-equilibrium geometry (ωB97M-V/def2-TZVPD, the OMol25 dataset).

```
! RIJCOSX wB97M-V def2-TZVPD def2/J DEFGRID3
* xyz 0 1
C -1.900 0.400 -0.441
C 0.456 0.913 0.246
C 0.572 -0.372 1.253
C 0.242 -1.068 -0.225
C 1.679 -0.703 -0.859
C 1.828 0.617 -0.387
H -3.703 -0.001 -0.262
H -2.219 1.502 -0.547
H 0.166 1.956 0.544
H 1.769 -0.344 1.391
H -0.207 -0.355 2.189
H -0.402 -2.054 -0.225
H 2.435 -1.572 -1.135
H 2.526 1.285 -0.810
N -2.707 -0.522 -0.098
N -0.534 0.319 -0.635
*
```

Properties
- Orbital gap: 0.3589 Eh

Results of the Löwdin charge analysis, in e, for atoms 1 through 4: -0.373 -0.314 -0.057 -0.125

---

11.
# C6H8N2

C6H8N2 as an isolated structure in a non-equilibrium geometry (ωB97M-V/def2-TZVPD, the OMol25 dataset).

```
! RIJCOSX wB97M-V def2-TZVPD def2/J DEFGRID3
* xyz 0 1
C 1.759 -1.035 0.486
C 0.499 -0.459 -1.477
C -0.827 0.060 -0.747
C -2.107 0.432 -0.373
C -0.454 1.181 1.258
C 0.102 0.538 0.221
H 2.082 -0.674 1.615
H 0.911 -1.916 0.376
H 2.761 -1.433 0.010
H 0.622 -1.649 -1.651
H 0.584 -0.073 -2.510
H -3.078 0.354 -0.943
H -2.502 1.469 1.372
H 0.167 1.865 1.942
N 1.276 0.081 -0.352
N -1.797 1.260 0.774
*
```

Properties
- Orbital gap: 0.3368 Eh

Results of the Löwdin charge analysis, in e, for atoms 1 through 4: -0.120 -0.111 -0.114 -0.020

---

12.
# C6H8N2

C6H8N2 as an isolated structure in a non-equilibrium geometry (ωB97M-V/def2-TZVPD, the OMol25 dataset).

```
! RIJCOSX wB97M-V def2-TZVPD def2/J DEFGRID3
* xyz 0 1
C 2.096 1.997 0.015
C 0.856 0.983 -0.171
C 0.917 -0.052 0.743
C -1.160 -1.739 0.386
C -2.072 -0.913 -0.576
C -0.724 -0.204 -0.788
H 1.931 3.066 0.400
H 2.473 2.091 -0.994
H 2.783 1.509 0.607
H 1.353 -0.087 1.686
H -0.998 -2.746 -0.196
H -1.633 -1.978 1.453
H -3.080 -0.344 -0.253
H -2.468 -1.615 -1.411
N -0.099 -0.951 0.173
N -0.175 0.980 -1.074
*
```

Properties
- Orbital gap: 0.3441 Eh

Results of the Löwdin charge analysis, in e, for atoms 1 through 4: -0.030 -0.317 0.030 -0.233